1.
Here is a 2-piece molecular cluster, C3H9NS2 overall from OMol25. Energies are from ωB97M-V/def2-TZVPD.

Computed properties:
SMILES string: C=NC.CSS
Orbital gap in eV: 8.65
E_HOMO in eV: -8.27
E_tot in Ha: -970.7653
Maximum force in eV/Å: 1.97

The geometry in ORCA input format:
```
! wB97M-V def2-TZVPD RIJCOSX def2/J DEFGRID3
* xyz 0 1
C 1.790 -0.360 -0.985
N 1.450 -1.454 -0.433
C 2.431 -2.543 -0.432
H 1.008 0.388 -0.871
H 2.812 -0.220 -1.344
H 3.375 -2.216 0.016
H 2.050 -3.321 0.231
H 2.625 -2.967 -1.416
C -2.257 1.142 1.141
S -1.363 2.236 0.025
S -2.821 3.772 -0.329
H -1.524 0.605 1.729
H -3.011 1.571 1.801
H -2.823 0.371 0.607
H -3.744 2.996 0.259
*
```

natural (NBO) atomic charge list, values in e, 8 entries: C -0.080; N -0.391; C -0.464; H 0.188; H 0.150; H 0.189; H 0.203; H 0.203

***

2.
Here is a 2-piece molecular cluster, C3H9NS2 overall from OMol25. Energies are from ωB97M-V/def2-TZVPD.

Computed properties:
SMILES string: C=NC.CSS
Orbital gap in eV: 9.58
E_HOMO in eV: -8.96
E_tot in Ha: -970.7563
Maximum force in eV/Å: 2.92

The geometry in ORCA input format:
```
! wB97M-V def2-TZVPD RIJCOSX def2/J DEFGRID3
* xyz 0 1
C -1.505 1.833 -0.362
N -1.889 0.773 -0.968
C -1.526 0.783 -2.374
H -1.396 1.745 0.718
H -1.276 2.686 -1.004
H -1.790 1.714 -2.899
H -0.524 0.539 -2.718
H -2.155 0.044 -2.879
C 1.067 -1.611 1.040
S 1.265 -1.476 2.823
S 3.204 -1.619 3.466
H 0.309 -1.067 0.473
H 1.937 -1.376 0.434
H 0.776 -2.647 0.877
H 3.505 -0.319 3.374
*
```

natural (NBO) atomic charge list, values in e, 8 entries: C -0.065; N -0.392; C -0.471; H 0.189; H 0.150; H 0.180; H 0.210; H 0.200

***

3.
Here is a 2-piece molecular cluster, C3H9NSi overall from OMol25. Energies are from ωB97M-V/def2-TZVPD.

Computed properties:
Orbital gap in eV: 9.47
E_HOMO in eV: -8.69
E_tot in Ha: -463.8697
Maximum force in eV/Å: 6.80

The geometry in ORCA input format:
```
! wB97M-V def2-TZVPD RIJCOSX def2/J DEFGRID3
* xyz 0 1
C -2.449 -0.164 -0.209
C -1.305 -0.771 -0.022
C 1.906 -0.958 -0.437
N 0.531 1.746 -0.228
Si 0.362 0.061 0.233
H -3.359 -0.675 -0.160
H -2.326 0.930 -0.373
H -1.508 -1.829 0.428
H 1.982 -1.743 0.183
H 1.689 -1.230 -1.386
H 2.809 -0.176 -0.356
H 1.484 2.075 -0.296
H -0.008 2.358 0.358
H 0.193 0.373 2.266
*
```

natural (NBO) atomic charge list, values in e, 8 entries: C -0.340; C -0.706; C -1.040; N -1.304; Si 1.590; H 0.200; H 0.188; H 0.228

***

4.
Here is a 2-piece molecular cluster, C3H9O overall from OMol25. Energies are from ωB97M-V/def2-TZVPD.

Computed properties:
Orbital gap in eV: 6.50
E_HOMO in eV: -2.09
E_tot in Ha: -194.9023
Maximum force in eV/Å: 1.40

The geometry in ORCA input format:
```
! wB97M-V def2-TZVPD RIJCOSX def2/J DEFGRID3
* xyz -1 1
C -2.830 0.588 -0.986
H -2.347 -0.373 -1.149
H -3.439 0.512 -0.081
H -2.155 1.430 -0.978
H -3.541 0.741 -1.798
C 1.518 0.140 0.087
O 0.279 -0.065 -0.328
C 2.040 -0.902 1.133
H 2.305 0.125 -0.739
H 1.802 1.133 0.545
H 1.234 -0.984 1.868
H 2.262 -1.869 0.700
H 2.872 -0.477 1.725
*
```

natural (NBO) atomic charge list, values in e, 8 entries: C -0.834; H 0.242; H 0.187; H 0.233; H 0.168; C 0.014; O -0.942; C -0.659

***

5.
Here is a 2-piece molecular cluster, C3H9O overall from OMol25. Energies are from ωB97M-V/def2-TZVPD.

Computed properties:
Orbital gap in eV: 12.43
E_HOMO in eV: -17.52
E_tot in Ha: -194.6179
Maximum force in eV/Å: 2.08

The geometry in ORCA input format:
```
! wB97M-V def2-TZVPD RIJCOSX def2/J DEFGRID3
* xyz 1 1
O 0.902 1.203 0.309
H 0.908 2.106 -0.046
H 0.888 1.267 1.276
H -0.901 0.146 -2.148
C -0.059 -1.089 0.966
C 0.104 -0.482 -0.350
C -1.013 0.098 -1.074
H 0.907 -1.347 1.382
H -0.624 -0.526 1.706
H -0.510 -2.060 0.697
H 0.916 -0.933 -0.921
H -1.808 -0.658 -1.051
H -1.604 0.902 -0.663
*
```

natural (NBO) atomic charge list, values in e, 8 entries: O -0.846; H 0.536; H 0.520; H 0.267; C -0.719; C 0.358; C -0.752; H 0.261

***

6.
Here is one molecule with the formula C3H9O2P from OMol25. Energies are from ωB97M-V/def2-TZVPD.

Computed properties:
SMILES string: C[C@@H](O)[C@H](O)P
Orbital gap in eV: 9.74
E_HOMO in eV: -9.03
E_tot in Ha: -611.4556
Maximum force in eV/Å: 5.94

The geometry in ORCA input format:
```
! wB97M-V def2-TZVPD RIJCOSX def2/J DEFGRID3
* xyz 0 1
C -0.927 -1.419 0.851
C 0.249 -0.388 0.907
O 1.480 -0.846 0.656
C -0.187 0.763 -0.202
O -0.243 -0.001 -1.409
P 1.096 2.223 -0.346
H -0.868 -2.068 1.770
H -1.984 -0.966 0.844
H -0.745 -2.002 -0.160
H 0.211 0.115 1.792
H 1.266 -1.543 0.046
H -1.151 1.198 -0.031
H -0.653 0.580 -2.184
H 2.000 1.601 -1.186
H 0.456 2.755 -1.350
*
```

natural (NBO) atomic charge list, values in e, 8 entries: C -0.657; C 0.100; O -0.674; C -0.129; O -0.758; P 0.245; H 0.217; H 0.226

***

7.
Here is a 2-piece molecular cluster, C3H9O2PS overall from OMol25. Energies are from ωB97M-V/def2-TZVPD.

Computed properties:
Orbital gap (alpha / beta) in eV: 6.14 / 7.50
E_HOMO (alpha / beta) in eV: -7.72 / -8.50
E_tot in Ha: -1009.5904
Maximum force in eV/Å: 4.26

The geometry in ORCA input format:
```
! wB97M-V def2-TZVPD RIJCOSX def2/J DEFGRID3
* xyz 0 1
C 2.514 0.544 0.102
C -2.647 1.058 0.396
C 1.754 -1.664 0.137
O -3.415 -1.122 -0.701
O 2.530 -0.684 0.816
P -2.883 -0.719 0.771
S -0.119 -1.378 -0.132
H 2.887 1.167 0.846
H 1.412 0.901 0.058
H 3.137 0.409 -0.922
H -3.311 1.333 -0.300
H -2.529 1.671 1.229
H -1.697 1.169 -0.003
H 2.022 -1.739 -0.849
H 1.966 -2.448 0.813
H -3.222 -1.927 -1.092
*
```

natural (NBO) atomic charge list, values in e, 8 entries: C -0.279; C -1.010; C -0.140; O -0.990; O -0.537; P 1.146; S -0.393; H 0.192

***

8.
Here is a 2-piece molecular cluster, C3H9OPS overall from OMol25. Energies are from ωB97M-V/def2-TZVPD.

Computed properties:
SMILES string: C=P(=S)CC.O
Orbital gap in eV: 8.50
E_HOMO in eV: -8.69
E_tot in Ha: -934.4301
Maximum force in eV/Å: 2.68

The geometry in ORCA input format:
```
! wB97M-V def2-TZVPD RIJCOSX def2/J DEFGRID3
* xyz 0 1
C -0.537 1.601 1.167
P -1.124 0.407 0.168
S -2.617 0.579 -0.990
C -0.458 -1.312 0.515
C 1.088 -1.252 0.686
H 0.383 1.541 1.837
H -0.994 2.683 1.046
H -0.961 -1.676 1.427
H -0.713 -2.068 -0.294
H 1.669 -0.417 0.288
H 1.276 -1.223 1.739
H 1.692 -2.050 0.314
O 0.545 1.362 -2.811
H 0.210 1.306 -1.879
H 0.540 0.520 -3.211
*
```

natural (NBO) atomic charge list, values in e, 8 entries: C -1.007; P 1.115; S -0.459; C -0.731; C -0.638; H 0.260; H 0.274; H 0.254